C18H25N3O6 in the gas phase. Source: the OMol25 dataset; level of theory: ωB97M-V/def2-TZVPD.

Structure (XYZ):
```
52
Properties=species:S:1:pos:R:3:forces:R:3:lowdin_charge:R:1
N 3.665470 0.210220 0.109123 0.3 -0.3 -0.2 0.083
O 2.357429 -1.331389 1.973526 0.2 -0.4 0.1 0.045
H -0.063774 0.963128 -2.189339 0.1 0.1 0.0 0.105
O 1.329535 -2.686605 -1.458229 -0.1 -0.2 0.1 0.064
N 0.333328 -0.439838 2.305730 -0.3 -0.3 0.1 0.113
C 2.235166 1.046304 1.848271 -0.1 0.2 0.0 -0.122
H -4.344512 2.363234 -0.192580 -0.1 -0.1 0.0 0.089
H -0.786639 2.717661 1.945744 -0.1 0.0 0.0 0.123
O 2.242245 1.895037 -0.421831 -0.1 0.4 -0.3 0.051
H -0.502687 3.090328 -1.590833 0.0 0.0 0.0 0.094
C 3.400873 -0.951648 -2.063202 0.2 -0.1 0.0 -0.149
C -0.605385 0.646145 2.483881 -0.2 0.4 0.0 -0.155
C -1.070918 -1.747282 -0.438547 0.0 -0.1 -0.1 0.033
C -0.117175 1.881663 1.744259 0.0 -0.1 0.2 -0.158
C 2.691933 1.097885 0.382770 0.3 -0.2 0.4 -0.447
O -2.321934 2.108018 -1.371875 -0.1 -0.4 0.3 -0.107
H 3.746100 -0.578238 0.746815 -0.1 0.2 0.1 0.130
H -5.711349 1.247427 0.061847 0.0 0.0 -0.1 0.095
C -0.677334 0.337819 -1.563978 0.1 -0.1 0.0 0.023
C -1.897285 0.830188 -1.111430 -0.1 0.0 0.0 -0.196
C 1.078704 -1.500733 -1.575520 0.2 0.0 -0.3 -0.442
H -4.799638 1.207453 -1.467976 0.0 0.0 0.0 0.102
C -2.728882 0.015920 -0.327129 -0.2 -0.1 0.0 -0.141
O -3.162410 -2.002520 0.774175 0.1 0.4 -0.2 -0.064
H -1.985271 3.928911 -2.111428 0.1 0.0 0.0 0.097
H -3.683637 -3.732093 1.625012 0.1 0.0 0.0 0.096
H -0.707736 -2.733835 -0.202232 0.0 -0.1 0.0 0.117
H -1.930273 -3.424340 1.661000 0.0 0.0 0.0 0.092
N 1.998961 -0.611571 -2.028289 0.0 0.2 -0.1 0.075
H 3.774176 -0.944704 -3.093388 0.1 -0.1 0.1 0.121
C -2.299083 -1.287711 -0.001738 -0.1 0.2 0.0 -0.204
H 4.150760 1.041866 -1.700462 0.1 -0.1 0.0 0.121
H 1.658535 3.102488 1.693008 0.0 0.0 0.1 0.118
C -2.840175 -3.342867 1.056995 0.1 -0.2 0.0 -0.075
C -4.725091 1.358691 -0.388824 -0.4 0.4 -0.1 -0.066
H 3.144407 1.095152 2.456933 -0.1 -0.1 -0.1 0.162
C -0.252390 -0.936208 -1.217141 -0.5 0.0 0.2 -0.120
O -3.928006 0.367113 0.220171 0.6 -0.2 0.1 -0.052
H 1.800122 0.376523 -1.973873 -0.1 -0.1 0.1 0.101
H -2.715340 -3.929078 0.141721 0.0 0.0 0.0 0.102
H 1.316246 2.377306 3.272732 0.0 0.0 0.0 0.121
H -0.708743 0.868806 3.555168 -0.1 0.0 -0.1 0.124
H 3.492693 -1.964972 -1.660214 0.0 0.1 -0.1 0.121
C 4.198170 0.057083 -1.226116 -0.2 0.0 -0.2 -0.147
H 5.241035 -0.258543 -1.155136 -0.1 0.1 -0.1 0.121
H -1.579128 0.328356 2.104525 0.1 0.0 0.1 0.112
C 1.644369 -0.342790 2.059365 0.1 0.1 0.2 -0.445
H -0.013259 -1.381813 2.420712 0.2 0.0 0.0 0.150
C 1.301006 2.201895 2.194894 0.0 0.0 -0.3 -0.138
C -1.469718 2.969845 -2.089019 0.1 0.2 -0.1 -0.068
H -0.115273 1.687315 0.672215 -0.1 0.0 0.0 0.094
H -1.314571 2.622865 -3.115627 0.0 0.0 0.0 0.100
```
Forces are in eV/Å.

* frontier orbital gap: 8.899 eV



C18H25N3O6S in the gas phase. Source: the OMol25 dataset; level of theory: ωB97M-V/def2-TZVPD.

Structure (XYZ):
```
53
Properties=species:S:1:pos:R:3:forces:R:3:lowdin_charge:R:1
C -3.756547 -2.914293 -1.101160 -0.1 0.1 0.1 0.007
H -1.832133 3.490684 1.464164 0.1 0.1 0.0 0.109
C 0.513434 0.551566 -2.092718 -0.1 -0.1 -0.6 -0.052
C 1.300013 -1.567465 1.446347 0.2 0.0 0.0 -0.036
C 2.203880 -2.297332 -0.658718 -0.1 -0.2 -0.1 -0.057
H 5.117937 -0.025396 -0.657912 0.2 -0.2 0.1 0.124
C -2.270548 0.763361 1.742887 -0.2 0.0 0.1 -0.132
C -2.448307 1.024493 0.235031 -0.2 -0.1 -0.2 -0.275
H -2.777684 2.960177 -0.731754 -0.1 0.0 -0.1 0.113
H 0.502266 1.405208 -2.782765 0.0 -0.2 0.1 0.143
N -1.405288 -2.881048 -0.691270 0.1 -0.4 -0.3 0.125
C 2.618592 1.323811 -1.370177 0.2 0.2 0.1 -0.449
H 0.832130 -0.332059 -2.653099 -0.1 0.1 0.1 0.137
H -3.540235 3.893027 1.674510 0.1 0.1 0.0 0.106
H -4.711411 -2.796320 -0.597480 0.0 0.0 0.0 0.087
C -2.844792 3.083329 1.460378 -0.2 0.0 0.0 -0.196
C 3.570192 1.300827 -0.173664 -0.3 0.3 -0.1 -0.323
O -2.806571 -2.320677 1.022377 0.0 0.1 0.3 0.060
O 2.902354 1.678590 -2.480005 0.1 0.0 -0.1 0.140
H 0.798679 -3.135120 -2.034533 0.0 0.0 -0.1 0.121
C -2.634428 -2.666084 -0.123900 -0.2 -0.2 -0.4 -0.506
C -0.154380 -2.524915 -0.209039 0.2 0.1 0.3 -0.214
O 4.985992 -2.064338 0.876741 -0.1 -0.1 -0.2 -0.281
H 1.472920 -1.119886 2.412249 -0.1 0.1 0.1 0.117
N -1.171378 1.033840 -0.448939 0.1 0.2 0.3 0.121
H -1.205609 0.745630 1.980121 0.1 0.0 0.0 0.110
N 4.196312 -0.003905 -0.254346 0.1 -0.6 0.7 -0.085
H -2.487333 2.158899 3.413916 -0.1 0.0 0.1 0.107
H 5.075917 2.456934 -1.178612 0.1 0.0 -0.1 0.086
H -4.213149 2.256592 0.017633 -0.1 0.0 0.0 0.116
H -3.677020 -2.186547 -1.907183 0.0 0.0 -0.1 0.079
C 0.039289 -1.983972 1.062470 -0.2 0.0 0.0 0.011
H -3.689195 -3.915447 -1.520290 0.0 -0.1 -0.1 0.085
H -1.417959 -3.122818 -1.673139 -0.1 0.1 0.2 0.143
C 4.569468 2.447491 -0.215973 -0.2 -0.3 0.0 -0.021
O 3.859402 -0.344888 2.252509 -0.3 0.0 -0.1 -0.289
H -0.436894 1.595697 -0.045508 0.1 -0.1 -0.1 0.149
C 2.367542 -1.716623 0.584786 0.5 0.2 0.4 -0.294
O 1.430730 0.805731 -1.030149 -0.3 0.0 0.2 0.000
C -2.953511 1.932876 2.456637 0.1 0.1 0.0 -0.186
H 3.063204 -2.415217 -1.299324 0.0 0.0 -0.2 0.123
H 4.057654 3.397273 -0.084538 0.0 0.1 0.0 0.090
H -0.801630 -1.880567 1.726259 0.0 0.0 0.0 0.100
H -4.004352 1.701897 2.633464 -0.1 0.0 0.1 0.113
C -0.895553 0.321421 -1.543425 0.8 0.2 0.0 -0.461
C 0.945481 -2.697882 -1.057093 0.1 0.0 0.1 -0.011
S 3.965843 -1.069971 1.017135 0.1 0.3 -0.5 0.662
H -2.694567 -0.196798 2.026228 0.1 0.0 0.0 0.092
H 5.298852 2.325503 0.580424 0.0 0.0 0.1 0.089
C -3.138405 2.398180 0.128723 0.0 0.0 0.0 -0.133
O -1.672622 -0.427054 -2.104622 -0.2 -0.2 -0.4 0.056
H 2.991400 1.309495 0.755318 0.0 0.2 -0.2 0.142
H -3.038003 0.244116 -0.248949 0.1 0.1 0.1 0.137
```
Forces are in eV/Å.

* frontier orbital gap: 9.390 eV



C18H25N5O in the gas phase in a non-equilibrium geometry. Source: the OMol25 dataset; level of theory: ωB97M-V/def2-TZVPD.

Structure (XYZ):
```
49
Properties=species:S:1:pos:R:3:forces:R:3:lowdin_charge:R:1
C 0.444262 -2.150107 1.378300 -0.3 -2.0 -0.6 -0.101
N 5.510113 2.497342 -0.180369 0.2 0.4 0.8 -0.081
H 5.143978 2.898619 1.891415 0.1 0.0 -0.1 0.109
H -2.344675 -1.402287 -1.627378 -0.1 0.1 0.1 0.128
H -5.372439 -2.559512 0.884628 0.2 -0.4 -0.1 0.126
H -3.427027 -3.607066 -1.270751 -0.4 0.2 0.0 0.124
H 5.291154 0.788291 -1.296432 -0.3 -0.1 -0.5 0.108
H 2.235338 -1.113660 1.109216 0.1 0.1 -0.5 0.114
C -4.441491 -3.046458 0.549016 1.3 -0.6 -0.3 -0.141
C 1.446425 1.298803 0.017464 -0.9 -0.4 0.9 -0.259
H 0.546031 -1.920086 2.417241 0.5 -0.1 0.9 0.119
C 0.703393 0.138483 0.282738 1.0 0.9 0.4 -0.074
H 6.320766 1.944037 0.110925 -0.5 0.4 0.0 0.099
C -2.925170 -0.896768 0.388290 -0.9 -0.4 -0.3 -0.207
N -1.007912 3.682196 -0.372840 -1.5 1.6 -0.5 0.145
H -4.502725 -1.718196 -2.597819 -0.2 0.1 -0.2 0.101
O -2.041611 -2.945701 1.297485 1.3 0.0 -0.1 0.018
H 2.992315 1.589108 2.006481 0.3 0.0 -0.3 0.129
H 3.007433 1.102403 -2.114604 0.2 0.2 0.0 0.121
C -1.483596 -0.831168 0.612081 1.3 -1.4 1.7 -0.093
C 4.917464 1.818985 -1.339149 -1.1 -0.6 0.4 -0.193
H -3.254680 0.098089 -1.519322 0.1 0.2 0.1 0.110
H -4.332990 -4.071376 0.949089 -0.4 0.5 0.2 0.124
C 1.313132 -1.214255 0.532780 -0.3 0.1 0.2 -0.105
C 3.352832 1.778376 -1.318000 0.8 -0.1 -0.1 -0.155
C -0.462845 2.492579 -0.119669 0.3 1.2 0.4 -0.537
C -3.287143 -2.223336 1.126615 -0.8 1.0 0.4 -0.238
H 5.217487 2.273639 -2.289073 0.1 0.0 0.2 0.104
H 0.765756 -3.198615 1.160996 -0.1 0.7 0.6 0.139
H 3.922067 3.547051 0.750918 0.4 0.2 0.1 0.111
C -4.376532 -3.123604 -0.976046 -0.2 0.5 0.6 -0.195
H -3.436925 -0.042638 0.832068 -0.2 -0.1 0.1 0.150
C 4.592960 2.706996 0.974503 -1.0 -0.6 -1.4 -0.182
N 0.833219 2.460186 -0.160213 2.7 0.0 -0.7 0.201
H -3.669378 -1.967997 2.121260 0.6 0.1 0.3 0.146
C 3.653929 1.482776 1.128247 0.1 0.5 0.5 -0.158
H 4.316464 0.640324 1.300290 0.0 -0.5 0.2 0.101
C -0.658070 0.354493 0.387570 -0.4 -1.4 0.1 -0.155
H -0.354378 4.392458 -0.634742 -0.1 0.3 -0.3 0.092
H -5.355274 -1.158616 -1.140788 0.3 -0.4 -0.1 0.121
C -4.453283 -1.687838 -1.513467 0.1 -0.1 0.0 -0.196
H -1.981828 3.722889 -0.669259 0.7 0.1 0.3 0.109
N -1.238228 1.543904 0.251752 -2.0 -2.5 0.1 0.203
C -3.187629 -0.909818 -1.118562 -0.5 -0.6 -0.6 -0.148
H 1.525597 -1.686350 -0.422309 0.2 -0.1 -0.1 0.124
H 2.919922 2.754591 -1.534243 0.2 0.3 0.0 0.102
H -5.203338 -3.754945 -1.297073 0.0 0.0 -0.4 0.103
N 2.835066 1.258438 -0.059756 1.0 -0.3 -0.4 -0.108
C -1.007935 -2.034661 1.110496 -2.2 3.2 -1.9 -0.154
```
Forces are in eV/Å.

* frontier orbital gap: 8.350 eV



C18H25NO6S2 in the gas phase in a non-equilibrium geometry. Source: the OMol25 dataset; level of theory: ωB97M-V/def2-TZVPD.

Structure (XYZ):
```
52
Properties=species:S:1:pos:R:3:forces:R:3:lowdin_charge:R:1
C -0.945400 0.432371 -0.018837 -0.2 0.8 0.0 -0.153
H 0.103553 5.769429 1.313436 0.0 0.0 0.0 0.096
O -2.872321 1.408306 1.382304 -0.1 0.2 -0.3 -0.288
H -2.005411 -2.552463 1.393576 0.0 -0.1 0.0 0.069
H 5.019903 -1.436297 0.146024 0.0 0.0 0.1 0.114
H 0.716805 -2.055190 3.859533 0.1 0.1 0.1 0.075
C 3.453270 1.555994 -0.080256 -0.4 0.1 0.0 0.001
H 5.442632 0.534993 -2.153311 0.0 0.1 -0.1 0.074
H -0.671728 5.614506 -0.295848 0.0 0.0 0.1 0.100
C -1.129690 -3.141337 1.141329 0.4 0.5 -0.3 -0.228
H 0.580510 -1.195176 2.327767 0.0 0.1 0.1 0.056
H -1.571004 5.146735 1.162142 0.1 0.0 0.0 0.103
S -2.697579 0.394179 0.374170 -0.2 0.5 0.7 0.734
H 6.439147 -0.883474 -1.815259 0.1 0.0 -0.1 0.071
H -4.539505 -1.724952 -0.768939 -0.1 -0.1 0.0 0.060
C -4.716724 -1.333937 -1.765924 0.2 0.0 -0.1 -0.100
H 2.037050 3.165639 0.038011 0.0 0.0 0.0 0.127
C -0.787758 2.967477 -0.000254 -0.2 0.5 -0.3 -0.437
C -3.640978 -0.310638 -2.110077 -0.2 -0.3 0.0 -0.272
H -0.469353 -3.986328 2.985247 0.0 0.0 -0.1 0.113
C 2.520846 -0.648517 -0.139117 0.7 0.2 0.0 0.058
S -0.399613 -2.363621 -0.324670 0.2 0.0 -0.5 0.720
H 4.751891 -1.082620 -2.299217 0.0 0.0 -0.1 0.079
O -0.028990 3.876720 0.632441 0.2 -0.4 0.1 -0.040
C -0.216986 1.623012 0.010958 -0.8 -0.4 0.0 -0.084
C -0.581511 5.185443 0.704308 -0.3 0.4 -0.1 -0.033
C 3.632947 0.152439 -0.139279 -0.4 -0.4 0.2 -0.220
N 1.115282 1.303197 -0.012981 -0.2 -0.6 0.0 0.067
H -0.861346 -1.497293 3.294319 -0.1 0.1 0.1 0.084
O -3.004890 -0.949295 0.796833 -0.1 0.0 -0.5 -0.323
O -1.829695 3.242628 -0.545407 0.3 0.1 0.2 0.110
H -3.115683 1.725427 -1.486469 0.0 0.1 0.0 0.084
C 0.092691 -1.914276 2.979788 0.1 -0.2 0.1 -0.085
H 0.825129 -3.598052 1.844923 0.0 -0.1 0.1 0.101
H -1.431100 -4.118647 0.770860 0.0 -0.1 -0.2 0.112
O 0.877895 -2.998764 -0.558680 0.1 0.0 0.4 -0.320
C -0.045543 -0.631133 -0.053345 -0.1 -0.8 -0.1 -0.195
H 4.316136 2.202966 -0.079782 0.0 0.1 0.0 0.119
H -5.707257 -0.883329 -1.801998 -0.1 0.0 0.0 0.075
H -3.815694 0.085160 -3.113727 0.1 0.1 0.1 0.114
C 5.439717 -0.465548 -1.726749 0.1 0.0 0.2 -0.087
O -1.335566 -2.407754 -1.417086 -0.4 -0.1 0.3 -0.304
H -2.671986 -0.812983 -2.104665 0.0 0.1 -0.2 0.077
C 1.243036 -0.076052 -0.078483 -0.3 -0.3 0.1 -0.147
H 2.580821 -1.722928 -0.203148 0.1 0.0 0.0 0.113
H -4.682414 -2.160463 -2.470052 -0.1 -0.1 -0.1 0.076
C 2.211430 2.104045 -0.019143 0.9 0.5 0.0 0.000
H 5.718063 0.184639 0.308923 0.0 -0.1 0.1 0.112
C 5.010616 -0.423670 -0.257928 0.0 0.0 -0.2 -0.206
H -4.614465 1.106478 -0.770686 0.0 0.1 0.2 0.115
C -3.619858 0.836561 -1.119665 0.6 -0.3 0.3 -0.217
C -0.119310 -3.243582 2.264082 0.2 0.1 0.2 -0.270
```
Forces are in eV/Å.

* frontier orbital gap: 8.503 eV



A molecular structure, C18H25NORhS3Si. Source: the OMol25 dataset; level of theory: ωB97M-V/def2-TZVPD.

Structure (XYZ):
```
50
Properties=species:S:1:pos:R:3:forces:R:3:mulliken_spin:R:1
C -2.791784 -0.473698 2.300376 0.0 0.0 0.0 0.024
N 1.317135 -0.124597 -0.761571 0.1 0.1 0.2 0.058
C 3.666534 4.336641 0.686631 -0.1 -0.1 -0.2 0.000
C -5.513167 -0.431065 2.956416 -0.1 0.0 -0.1 0.010
C 3.675419 1.245346 -0.654855 0.0 0.1 0.0 0.011
H 0.090562 -5.652533 -1.439321 0.0 0.0 0.0 0.000
H 3.876514 5.408838 0.706259 0.0 0.0 0.0 0.000
H 0.429630 -4.375691 -2.636403 0.0 0.0 0.0 0.000
C 3.637277 4.327062 -2.352821 -0.2 -0.1 0.2 0.000
C 2.455137 -0.788227 -0.639538 0.1 0.0 -0.1 -0.004
C 3.676769 -0.141996 -0.579311 0.0 0.0 0.0 -0.003
C -3.213826 -0.483116 3.636258 -0.1 0.0 0.0 -0.007
H 1.254402 -4.357137 -1.070141 0.0 0.0 0.0 -0.002
H 2.368996 -1.869360 -0.610313 0.0 0.0 0.1 0.005
H -1.059544 -4.979647 0.774246 0.0 0.0 -0.1 -0.003
S -1.074707 -0.523818 1.980978 0.1 -0.1 -0.5 0.449
H 1.306460 5.952382 -0.747865 0.1 0.0 0.0 0.002
H 3.859763 5.397214 -2.356683 0.0 0.0 0.0 0.000
H 3.111070 4.087829 -3.279239 0.0 0.0 0.0 0.000
H 4.596508 -0.700849 -0.473798 0.0 0.0 0.0 0.000
C -4.554714 -0.470238 3.965167 0.1 0.0 0.1 0.011
C -0.815649 -3.712933 -1.001405 -0.3 -0.6 0.1 0.014
O -0.543317 -2.391303 -1.315777 0.2 0.9 0.3 0.249
C -2.150652 -4.135855 -1.639337 0.1 0.2 0.0 0.014
C 2.496381 1.972648 -0.789521 -0.2 0.1 0.0 -0.012
H -2.370338 -5.189051 -1.443951 0.0 0.0 0.0 0.001
Rh -0.959260 -0.577190 -0.391190 -0.3 -0.6 -0.2 2.488
H -6.568251 -0.424172 3.203862 0.0 0.0 0.0 0.002
Si 2.618593 3.854653 -0.822143 0.4 0.3 0.0 -0.018
S -0.302840 1.850933 -0.981828 -0.3 -0.1 0.0 0.253
H -2.102799 -3.970691 -2.717563 0.0 0.0 0.0 -0.003
H 0.425213 4.712900 -1.659172 0.0 0.0 0.0 -0.003
H -2.954605 -3.517760 -1.235092 0.0 0.0 0.0 0.001
C 1.049963 4.889317 -0.783828 0.0 -0.2 0.0 0.018
H -1.720640 -3.334812 0.920447 0.0 0.0 0.1 0.006
H 4.624355 3.810918 0.678112 0.0 0.0 0.0 0.000
H 4.587793 3.787932 -2.361326 0.0 0.0 0.0 0.000
H -5.849321 -0.366432 0.839435 0.0 0.0 0.0 -0.004
S -3.359873 -0.421296 -0.420334 0.5 0.0 0.1 0.437
C -0.898875 -3.928584 0.517461 0.0 0.1 -0.2 -0.025
H 0.026754 -3.582667 0.982902 0.0 0.0 0.0 0.002
C 1.302452 1.219876 -0.840273 0.2 -0.1 0.0 0.007
C 0.312858 -4.590584 -1.572709 -0.1 0.2 0.0 0.026
H 3.153577 4.076559 1.615179 0.0 0.0 0.0 0.000
H -2.456364 -0.506730 4.410347 0.0 0.0 0.0 -0.006
H 0.445900 4.650983 0.092096 0.0 0.0 0.0 0.001
H 4.624734 1.771811 -0.607860 0.0 0.0 0.0 -0.001
C -5.114973 -0.404016 1.634575 0.0 0.0 0.1 -0.010
C -3.758945 -0.433401 1.278555 -0.1 0.0 0.0 0.011
H -4.856307 -0.494394 5.005868 0.0 0.0 0.0 0.002
```
Forces are in eV/Å.

* multiplicity: 5
* total charge: -1
* frontier orbital gap (alpha / beta): 6.687 / 6.333 eV



Number 1: molecular weight 379.4 g/mol. Number 2: molecular weight 411.5 g/mol. Number 3: molecular weight 327.4 g/mol. Number 4: molecular weight 415.5 g/mol. Number 5: molecular weight 498.6 g/mol.